Run P
Formula: C4H8ClN3
Source: OMol25
Level of theory: ωB97M-V with the def2-TZVPD basis set

The geometry in ORCA input format:
```
! wB97M-V def2-TZVPD RIJCOSX def2/J DEFGRID3
* xyz 0 1
C -1.0463 -0.2993 -0.1293
C -2.1487 0.5578 0.4201
C 0.1411 0.5912 0.2496
C 1.5017 -0.0446 0.4152
H -0.3644 -1.1816 -1.8090
H -2.0601 -1.1497 -1.7223
H -0.8972 -1.2146 0.5509
H -3.2161 0.4092 0.2401
H 0.1152 2.0086 1.7754
H 0.2567 1.3909 -0.4859
H 2.1941 0.8493 0.5167
H 1.5799 -0.6124 1.3722
N -1.1475 -0.6416 -1.4988
N -1.7371 1.3690 1.3141
N -0.3573 1.1422 1.4971
Cl 2.0234 -1.0833 -0.9034
*
```

Structure (SMILES)   N[C@@H]1C=NN[C@H]1CCl
Kohn-Sham gap   10.01 eV

---

Run Q
Formula: C4H8ClN3
Source: OMol25
Level of theory: ωB97M-V with the def2-TZVPD basis set

The geometry in ORCA input format:
```
! wB97M-V def2-TZVPD RIJCOSX def2/J DEFGRID3
* xyz 0 1
C 0.2279 0.4204 -0.4778
C 0.6490 -0.1666 0.8208
C 1.9530 -0.1285 1.1307
C -0.3646 -0.7061 1.7481
H -0.9410 0.2329 -2.8758
H -1.7532 1.4304 -2.0760
H -1.4263 -0.7318 -0.4944
H 0.5663 1.4668 -2.0294
H 2.3569 -0.6035 2.0413
H 2.6790 0.2622 0.4429
H -1.2655 -0.0933 1.7931
H -0.0745 -0.8054 2.7809
N -1.5838 0.4344 -2.1118
N -1.0897 0.1358 -0.8850
N 0.9977 1.1883 -1.1474
Cl -0.9313 -2.3359 1.3396
*
```

Structure (SMILES)   [H]/N=C(\NN)C(=C)CCl
Kohn-Sham gap   9.86 eV

---

Verdict on stability: run Q comes out at the bottom.

---

Run P
Formula: H5N2O2P
Source: OMol25
Level of theory: ωB97M-V with the def2-TZVPD basis set

The geometry in ORCA input format:
```
! wB97M-V def2-TZVPD RIJCOSX def2/J DEFGRID3
* xyz 0 1
N -1.6707 0.6343 -0.0605
N 2.0725 -1.1117 0.2870
O 0.8372 0.5840 -1.0130
O -1.1960 0.3726 1.1523
P 1.4779 0.4810 0.3399
H -2.3038 -0.2007 -0.3987
H -2.2303 1.5831 -0.0409
H 1.9913 -1.7274 1.0645
H 1.8204 -1.3516 -0.6434
H -0.7986 0.7365 -0.6873
*
```

Structure (SMILES)   [NH3+][O-].NP=O
Kohn-Sham gap   9.31 eV

---

Run Q
Formula: H5N2O2P
Source: OMol25
Level of theory: ωB97M-V with the def2-TZVPD basis set

The geometry in ORCA input format:
```
! wB97M-V def2-TZVPD RIJCOSX def2/J DEFGRID3
* xyz 0 1
N 1.2142 0.1035 -0.4239
N -1.3583 -1.2372 0.1643
O -1.1842 1.1650 -0.6777
O 1.6671 0.7499 0.8127
P -2.1542 0.0919 0.0765
H 2.0412 -0.0694 -0.9743
H 0.9006 -0.8011 -0.1806
H -1.7864 -1.9132 0.7326
H 0.9945 1.0902 1.3755
H -0.3345 0.8204 -0.9051
*
```

Structure (SMILES)   [H]/N=P/O.NO
Kohn-Sham gap   10.18 eV

---

Verdict on stability: run P comes out at the bottom.

---

Run P
Formula: C2H10N4
Source: OMol25
Level of theory: ωB97M-V with the def2-TZVPD basis set

The geometry in ORCA input format:
```
! wB97M-V def2-TZVPD RIJCOSX def2/J DEFGRID3
* xyz 0 1
C -2.0394 -1.9865 0.0139
C -0.2047 0.9366 0.3966
N -1.0559 1.4162 -0.4494
H -0.6366 1.3822 -1.3802
H -0.4956 0.8469 1.4586
H -2.3039 -2.9957 0.3352
H -2.5276 -1.7643 -0.9374
H -2.3682 -1.2675 0.7676
N 1.0849 0.4900 0.1490
N 1.7246 0.9617 -0.9828
N 1.9230 0.3525 1.2321
H -0.9565 -1.9187 -0.1095
H 1.4031 0.4299 -1.7925
H 1.4592 1.9344 -1.1500
H 2.2151 1.2764 1.5490
H 2.7784 -0.0939 0.8999
*
```

Structure (SMILES)   [H]/N=C\N(N)N.C
Kohn-Sham gap   10.00 eV

---

Run Q
Formula: C2H10N4
Source: OMol25
Level of theory: ωB97M-V with the def2-TZVPD basis set

The geometry in ORCA input format:
```
! wB97M-V def2-TZVPD RIJCOSX def2/J DEFGRID3
* xyz 0 1
C -0.2138 0.7915 -0.7843
C 0.5046 -0.0627 -1.7402
N 0.4092 -0.1714 0.7453
N 0.2635 0.7234 1.8359
N 0.3976 -1.4973 1.2691
N -1.6001 0.8762 -0.8679
H 0.2458 1.7585 -0.5966
H -0.4802 0.4031 2.4584
H -0.1581 -2.0844 0.6497
H 1.0870 0.6762 2.4430
H 1.3516 -1.8692 1.2726
H -2.0332 -0.0351 -0.9639
H -1.9946 1.3633 -0.0709
H -0.0906 -0.8499 -2.2085
H 1.0685 0.5308 -2.4615
H 1.2430 -0.5528 -0.9801
*
```

Kohn-Sham gap   8.28 eV

---

Run R
Formula: C2H10N4
Source: OMol25
Level of theory: ωB97M-V with the def2-TZVPD basis set

The geometry in ORCA input format:
```
! wB97M-V def2-TZVPD RIJCOSX def2/J DEFGRID3
* xyz 0 1
N -1.3472 -1.0935 0.6517
C -1.5811 -0.0151 1.5822
N -1.1394 1.3263 1.2122
H -1.4767 -1.9892 1.1203
H -0.3926 -0.9418 0.3517
H -2.6492 0.1253 1.7683
H -1.0785 -0.3169 2.6108
H -0.8414 1.3574 0.2444
H -0.2963 1.4617 1.7599
N 2.2426 -0.5674 -1.0286
C 1.5481 0.2907 -1.8290
N 0.8094 1.3149 -1.6215
H 2.3394 -1.3812 -1.6082
H 2.2228 -0.7994 -0.0471
H 1.5947 -0.0778 -2.8860
H 0.0453 1.3059 -2.2812
*
```

Structure (SMILES)   [H]/N=C/N.NCN
Kohn-Sham gap   9.57 eV

---

Run S
Formula: C2H10N4
Source: OMol25
Level of theory: ωB97M-V with the def2-TZVPD basis set

The geometry in ORCA input format:
```
! wB97M-V def2-TZVPD RIJCOSX def2/J DEFGRID3
* xyz 0 1
C 1.6325 -0.3964 1.2747
C 0.2713 0.1959 1.1064
N -2.5142 0.7362 -0.4555
N 0.7600 -0.6220 -1.4574
N -1.2980 0.6025 -1.2259
N -0.3839 -0.4695 -0.7290
H 1.5762 -1.2810 1.9844
H 1.9658 -0.6809 0.2739
H 2.3206 0.2269 1.8622
H -0.5415 -0.1386 1.7931
H 0.3933 1.3047 0.9523
H -3.3095 0.0116 -0.7876
H -2.1829 0.3829 0.5150
H 1.0820 0.2250 -2.0633
H 0.9069 -1.5420 -1.8473
H -0.6787 1.4448 -1.1960
*
```

Kohn-Sham gap   8.97 eV

---

Verdict on stability: run S comes out at the bottom.

---

Run P
Formula: C3H8N4O
Source: OMol25
Level of theory: ωB97M-V with the def2-TZVPD basis set

The geometry in ORCA input format:
```
! wB97M-V def2-TZVPD RIJCOSX def2/J DEFGRID3
* xyz 0 1
C 0.5501 1.3748 -2.4495
C -0.3793 -1.1693 -0.1188
C 0.9026 -0.3525 1.8260
H 1.2122 0.8086 -3.0702
H 0.5115 2.5150 -2.7393
H -0.5737 0.9248 -2.8603
H 1.1811 0.5619 -0.1969
H -1.1419 -1.7944 -0.3647
H -1.4682 -1.2989 2.8753
H -1.8864 0.2341 1.7903
H 0.8399 -0.0967 3.0190
N 0.4848 0.7038 -0.9969
N -0.3845 -0.3159 -1.1565
N -0.2142 -0.9279 1.1998
N -1.6685 -1.0283 1.7995
O 2.0344 -0.1390 1.4432
*
```

Kohn-Sham gap   8.45 eV

---

Run Q
Formula: C3H8N4O
Source: OMol25
Level of theory: ωB97M-V with the def2-TZVPD basis set

The geometry in ORCA input format:
```
! wB97M-V def2-TZVPD RIJCOSX def2/J DEFGRID3
* xyz 0 1
C -1.8943 0.5757 0.2578
C -0.3902 0.4407 -0.1431
C 2.3873 -0.5636 -0.3410
H -3.4962 -0.6591 0.0958
H -2.5284 -0.8472 -1.2117
H -2.2425 1.5369 -0.2455
H -2.1243 0.6586 1.3781
H -0.5406 -1.3547 0.4168
H 3.1958 -0.7917 -1.0617
H 3.6367 1.0351 0.3228
H 2.1560 0.7802 1.2070
N -2.4809 -0.7078 -0.1576
N 0.2165 -0.7134 0.3057
N 1.2711 -1.2703 -0.3669
N 2.6967 0.5726 0.3601
O 0.1372 1.3080 -0.8167
*
```

Structure (SMILES)   N/C=N\NC(=O)CN
Kohn-Sham gap   9.22 eV

---

Verdict on stability: run P comes out at the bottom.

---

Run P
Formula: C8H12N2O2S
Source: OMol25
Level of theory: ωB97M-V with the def2-TZVPD basis set

The geometry in ORCA input format:
```
! wB97M-V def2-TZVPD RIJCOSX def2/J DEFGRID3
* xyz 0 1
C -3.1901 -1.4722 -0.1346
C -2.3653 -1.3426 -1.2042
C -2.0165 0.2809 0.2458
C -0.6494 0.3828 -1.8245
C 0.7390 0.3054 -1.2017
C 1.2475 -0.1215 -0.0099
C 0.8719 -0.7772 2.2358
C 3.1126 1.2366 -0.1982
N -2.9505 -0.4471 0.7911
N -1.6407 -0.1842 -0.9415
O 0.3831 -0.5418 0.9296
O 2.5425 0.0413 0.3307
S -1.4886 1.8443 0.8752
H -3.8881 -2.2714 0.0636
H -2.1695 -1.8119 -2.1751
H -0.7776 1.5017 -1.9261
H -0.6917 -0.2219 -2.7645
H -1.3984 1.2894 2.0679
H 1.5060 0.6040 -1.9663
H 1.7878 -1.3873 2.1600
H 0.1307 -1.3616 2.7671
H 1.0826 0.0645 2.6790
H 3.7329 0.9718 -1.0374
H 3.7665 1.4972 0.6009
H 2.3234 1.9209 -0.3629
*
```

Structure (SMILES)   COC(=CCn1ccnc1S)OC
Kohn-Sham gap   8.84 eV

---

Run Q
Formula: C8H12N2O2S
Source: OMol25
Level of theory: ωB97M-V with the def2-TZVPD basis set

The geometry in ORCA input format:
```
! wB97M-V def2-TZVPD RIJCOSX def2/J DEFGRID3
* xyz 0 1
C 0.4906 -1.3727 3.6596
H -0.4491 -1.6507 3.4207
H 1.2851 -2.0639 3.0961
H 0.7898 -1.1625 4.7073
S 0.9549 0.3256 2.9019
C 0.4135 -0.2800 1.3007
N 0.0186 -1.5440 1.1525
C 0.0077 -1.9440 -0.3226
C 0.0248 -1.0410 -1.3236
C 0.2614 0.3898 -0.9604
N 0.4633 0.4913 0.1912
O 0.4103 1.1117 -1.9495
C 0.7690 2.7269 -1.4497
C -0.6643 3.2763 -1.1046
O -1.4383 3.4951 -2.0620
H -1.8245 2.6032 -2.3686
H -0.3642 4.4607 -0.6010
H -1.0974 2.7779 -0.1052
H 1.4261 2.5706 -0.9171
H 0.8970 3.0069 -2.4317
H -0.1766 -1.2733 -2.3313
C -0.5914 -3.5025 -0.4934
H 0.2080 -3.8716 -1.2902
H -0.5934 -3.9765 0.4446
H -1.2209 -3.5534 -1.1638
*
```

Structure (SMILES)   CSc1nc(C)cc(OCCO)n1
Kohn-Sham gap   9.16 eV

---

Verdict on stability: run Q comes out at the bottom.

---

Run P
Formula: H4O2
Source: OMol25
Level of theory: ωB97M-V with the def2-TZVPD basis set

The geometry in ORCA input format:
```
! wB97M-V def2-TZVPD RIJCOSX def2/J DEFGRID3
* xyz 0 1
H 2.2290 0.5835 0.2616
H 0.8349 0.4732 -0.1849
H -2.4464 0.0015 0.3733
H -1.3146 0.8089 -0.1230
O 1.6542 -0.1379 -0.0074
O -1.5670 -0.0955 -0.0335
*
```

Structure (SMILES)   O.O
Kohn-Sham gap   11.94 eV

---

Run Q
Formula: H4O2
Source: OMol25
Level of theory: ωB97M-V with the def2-TZVPD basis set

The geometry in ORCA input format:
```
! wB97M-V def2-TZVPD RIJCOSX def2/J DEFGRID3
* xyz 0 1
H 0.0691 1.0440 -0.9228
H -0.7297 2.0838 -0.0178
H 0.1557 -1.3682 -0.0481
H 0.9033 -1.9731 1.1109
O -0.3903 1.9573 -0.9322
O -0.0081 -1.7438 0.8101
*
```

Structure (SMILES)   O.O
Kohn-Sham gap   12.08 eV

---

Verdict on stability: run P comes out at the bottom.

---

Run P
Formula: H4O2
Source: OMol25
Level of theory: ωB97M-V with the def2-TZVPD basis set

The geometry in ORCA input format:
```
! wB97M-V def2-TZVPD RIJCOSX def2/J DEFGRID3
* xyz 0 1
H 0.1410 2.2055 0.5330
H -0.2061 0.6684 0.1562
H 0.2671 -1.8092 -1.5163
H 0.6485 -1.3756 -0.0777
O -0.0774 1.3009 0.9048
O -0.0290 -1.2620 -0.7917
*
```

Structure (SMILES)   O.O
Kohn-Sham gap   11.92 eV

---

Run Q
Formula: H4O2
Source: OMol25
Level of theory: ωB97M-V with the def2-TZVPD basis set

The geometry in ORCA input format:
```
! wB97M-V def2-TZVPD RIJCOSX def2/J DEFGRID3
* xyz 0 1
H -0.3559 -0.4677 1.3022
H -0.7483 -1.4276 0.2561
H 0.1623 0.8482 -0.1980
H 0.8569 0.5849 -1.4237
O -0.9902 -0.5200 0.5842
O 1.0752 0.9821 -0.5207
*
```

Structure (SMILES)   O.O
Kohn-Sham gap   11.78 eV

---

Verdict on stability: run Q comes out at the bottom.

---

Run P
Formula: H4O2
Source: OMol25
Level of theory: ωB97M-V with the def2-TZVPD basis set

The geometry in ORCA input format:
```
! wB97M-V def2-TZVPD RIJCOSX def2/J DEFGRID3
* xyz 0 1
H 2.2330 0.4754 -0.1134
H 0.6571 0.0765 -0.1431
H -1.5207 0.6197 0.2978
H -1.5844 -0.8096 0.3455
O 1.5766 -0.2376 -0.1305
O -1.3614 -0.1243 -0.2562
*
```

Structure (SMILES)   O.O
Kohn-Sham gap   11.77 eV

---

Run Q
Formula: H4O2
Source: OMol25
Level of theory: ωB97M-V with the def2-TZVPD basis set

The geometry in ORCA input format:
```
! wB97M-V def2-TZVPD RIJCOSX def2/J DEFGRID3
* xyz 0 1
H -0.1045 0.1372 0.7235
H -0.6970 -0.9104 1.8540
H 0.1833 -0.4537 -1.1885
H 1.0728 0.7230 -1.6669
O -0.6785 -0.0166 1.4617
O 0.2239 0.5205 -1.1838
*
```

Structure (SMILES)   O.O
Kohn-Sham gap   11.71 eV

---

Verdict on stability: run Q comes out at the bottom.